# 1
Below is 2 unconnected molecules or ions with the total composition C5H9I in a non-equilibrium geometry, with properties calculated with wB97M-V/def2-TZVPD.

## Properties
strongest force on any atom	2.9	eV/A
charge	0
E_tot	-493.50366	Eh
spin multiplicity	1
HOMO energy	-8.92	eV
LUMO level	0.816	eV
Kohn-Sham gap	9.735	eV

The geometry in XYZ format:
```
15
Properties=species:S:1:pos:R:3:nbo_charge:R:1
C -1.3824 0.7934 -0.6964 -0.486
C -0.2394 0.3584 -0.2581 0.092
C 0.9503 -0.1463 -0.0339 -0.084
C 2.0271 0.8167 0.2738 -0.623
C 1.0916 -1.6106 0.2831 -0.629
H -1.5183 1.1139 -1.6769 0.213
H -2.2511 0.9905 -0.0178 0.187
H 1.7956 1.9050 0.4894 0.234
H 2.7097 0.3863 0.9768 0.213
H 2.6479 0.8444 -0.6562 0.215
H 1.9723 -1.9758 0.8181 0.223
H 0.1861 -1.8608 0.8109 0.232
H 1.2049 -2.1360 -0.7420 0.220
I -5.3430 0.1735 0.3240 -0.077
H -3.8513 0.3475 0.1052 0.069
```

---

# 2
Below is 3 unconnected molecules or ions with the total composition C17H29BIN2O5, with properties calculated with wB97M-V/def2-TZVPD.

## Properties
strongest force on any atom	0.9	eV/A
charge	+1
E_tot	-1473.27637	Eh
spin multiplicity	1
HOMO energy	-11.27	eV
LUMO level	-4.440	eV
Kohn-Sham gap	6.831	eV

The geometry in XYZ format:
```
55
Properties=species:S:1:pos:R:3:nbo_charge:R:1
C 3.0703 -3.5227 1.3829 -0.613
C 3.1050 -2.4266 0.3118 -0.429
C 1.7715 -1.6841 0.2224 -0.347
I 2.0010 0.0742 -0.9765 0.166
C 0.6104 -2.4758 -0.3180 -0.038
C 0.8084 -3.5996 -1.0967 0.082
N -0.2370 -4.3030 -1.5590 -0.414
C -1.5139 -3.9991 -1.2756 0.096
C -1.8113 -2.9074 -0.4823 -0.318
B -3.2999 -2.5428 -0.0161 1.035
N -3.9337 -3.2451 1.0954 -1.102
O -3.9203 -1.5423 -0.6688 -0.835
C -0.7246 -2.1334 -0.0331 0.019
C -1.0307 -0.9576 0.8691 0.766
O -1.0708 -1.1041 2.0596 -0.540
O -1.2852 0.1641 0.2008 -0.646
H 2.4574 -4.3778 1.0865 0.192
H 4.0794 -3.8718 1.5950 0.240
H 2.6419 -3.1326 2.3100 0.219
H 3.3608 -2.8561 -0.6592 0.198
H 3.8663 -1.6953 0.5822 0.249
H 1.5048 -1.3670 1.2333 0.252
H 1.7900 -3.9577 -1.3730 0.247
H -0.0529 -5.1158 -2.1338 0.446
H -2.2739 -4.6450 -1.6943 0.242
H -3.6987 -2.7997 1.9825 0.413
H -3.5530 -4.1831 1.1917 0.383
H -4.7750 -1.3483 -0.2589 0.514
H -1.2942 0.9158 0.8176 0.519
C -4.2547 2.7986 -3.3008 -0.432
C -3.1906 1.8178 -2.8101 -0.429
C -1.9178 2.6346 -3.0002 -0.065
O -2.2817 3.9972 -2.8033 -0.535
C -3.7057 4.1251 -2.7906 -0.067
H -5.2546 2.5868 -2.9256 0.218
H -4.2924 2.7975 -4.3916 0.207
H -3.3445 1.5914 -1.7519 0.194
H -3.1731 0.8765 -3.3581 0.215
H -1.5187 2.5146 -4.0135 0.167
H -1.1307 2.3743 -2.2893 0.173
H -4.0360 4.3225 -1.7651 0.163
H -3.9878 4.9744 -3.4122 0.192
C 2.7689 3.5262 3.0576 -0.432
C 3.9500 3.6773 2.0996 -0.430
C 4.7379 2.4035 2.3763 -0.068
O 3.7727 1.4083 2.7377 -0.547
C 2.5120 2.0277 2.9861 -0.064
H 1.8991 4.1181 2.7773 0.219
H 3.0631 3.8103 4.0694 0.210
H 3.5973 3.6876 1.0658 0.200
H 4.5366 4.5784 2.2672 0.226
H 5.4344 2.5387 3.2091 0.172
H 5.2992 2.0505 1.5106 0.184
H 1.8354 1.7825 2.1550 0.145
H 2.0895 1.6190 3.9051 0.187
```

---

# 3
Below is a single C4H9NO2 molecule in a non-equilibrium geometry, with properties calculated with wB97M-V/def2-TZVPD.

## Properties
strongest force on any atom	2.2	eV/A
charge	0
E_tot	-363.01002	Eh
spin multiplicity	1
HOMO energy	-9.80	eV
LUMO level	0.992	eV
Kohn-Sham gap	10.789	eV

The geometry in XYZ format:
```
16
Properties=species:S:1:pos:R:3:nbo_charge:R:1
C 0.0109 2.0643 -1.0417 -0.621
C -0.2805 0.6034 -0.7732 0.093
O 0.6489 -0.1628 -1.5170 -0.720
C -0.1476 0.2922 0.7190 -0.253
N -0.3803 -1.0887 0.9438 -0.574
C 0.4659 -1.9908 1.2395 0.411
O -0.1629 -3.1576 1.3452 -0.672
H -0.6892 2.7046 -0.4944 0.210
H -0.0734 2.2772 -2.1097 0.223
H 1.0304 2.3018 -0.7206 0.211
H -1.3083 0.3607 -1.0920 0.160
H 0.4218 -1.0922 -1.3775 0.471
H 0.8463 0.5869 1.0681 0.179
H -0.9083 0.8475 1.2821 0.203
H 1.5458 -1.9344 1.4081 0.179
H -1.0195 -2.6121 1.1203 0.500
```

---

# 4
Below is 3 unconnected molecules or ions with the total composition C4H13N2O in a non-equilibrium geometry, with properties calculated with wB97M-V/def2-TZVPD.

## Properties
strongest force on any atom	4.0	eV/A
charge	+1
E_tot	-344.64343	Eh
spin multiplicity	1
HOMO energy	-13.60	eV
LUMO level	-3.315	eV
Kohn-Sham gap	10.281	eV

The geometry in XYZ format:
```
20
Properties=species:S:1:pos:R:3:nbo_charge:R:1
C 2.6868 -2.4955 -2.8036 -0.675
C 1.3538 -0.0737 0.9198 -0.415
C -1.9663 1.8197 0.7979 -0.427
C 1.7270 -2.5419 -1.9008 0.731
N 0.3290 -1.2231 0.7985 -0.744
N -2.1466 0.4281 1.0960 -0.874
O 1.0430 -2.8122 -0.9524 -0.543
H 3.4129 -1.7291 -2.7652 0.281
H 2.5308 -2.8895 -3.8483 0.304
H -1.9603 0.2091 2.0585 0.371
H 0.9272 0.6496 1.5526 0.221
H 2.3189 -0.4639 1.2388 0.234
H 1.3907 0.4176 -0.0586 0.223
H -2.2970 2.0260 -0.2360 0.210
H -2.5224 2.6101 1.3425 0.207
H -0.8825 2.0090 0.7199 0.177
H 0.0786 -1.6887 1.6311 0.417
H -0.5873 -0.6624 0.6215 0.459
H 0.6103 -1.8442 -0.0456 0.444
H -3.0814 0.1534 0.7458 0.397
```

---

# 5
Below is a molecular structure, C36H28IIrN3OP, with properties calculated with wB97M-V/def2-TZVPD.

## Properties
strongest force on any atom	0.4	eV/A
⟨S²⟩	0.806
charge	+3
E_tot	-2370.51160	Eh
spin multiplicity	2
HOMO energy (alpha / beta)	-15.55 / -15.55	eV
LUMO level (alpha / beta)	-10.926 / -10.919	eV
Kohn-Sham gap (alpha / beta)	4.626 / 4.635	eV

The geometry in XYZ format:
```
71
Properties=species:S:1:pos:R:3:lowdin_spin:R:1
Ir -0.6565 0.6794 -0.0950 0.047
C -3.8426 3.5323 -0.3118 0.004
C -2.9375 2.3540 -0.3483 0.007
N -1.6660 2.4121 -0.1024 -0.007
N -0.9990 3.5356 0.2342 -0.004
C 0.2646 3.2454 0.5069 0.001
O 0.7551 2.0142 0.4370 0.014
C 1.1786 4.3061 0.8942 0.002
C 0.7539 5.6398 0.8669 0.002
C 1.6271 6.6434 1.2389 0.000
C 2.9176 6.3248 1.6455 0.004
C 3.3428 5.0008 1.6797 0.000
C 2.4797 3.9906 1.3034 0.002
C -3.4114 0.9764 -0.6534 0.059
C -4.7585 0.7366 -0.9607 0.273
C -5.2015 -0.5780 -1.2231 0.011
C -4.3224 -1.6044 -1.1791 0.222
C -2.8898 -1.3991 -0.8247 0.054
N -2.5104 -0.0112 -0.6125 0.217
H -3.2683 4.4261 -0.0880 0.000
H -4.6100 3.4070 0.4554 0.001
H -4.3454 3.6652 -1.2719 0.001
H -0.2526 5.8767 0.5538 0.000
H 1.3049 7.6751 1.2172 0.000
H 3.5962 7.1137 1.9419 0.000
H 4.3454 4.7644 2.0083 0.000
H 2.7971 2.9580 1.3371 0.000
H -5.4521 1.5642 -0.9815 0.012
H -6.2469 -0.7593 -1.4345 -0.004
H -4.6607 -2.6244 -1.3141 0.008
H -2.7360 -1.9160 0.1376 0.030
I 0.7019 0.6875 -2.2266 -0.010
C 2.6181 0.2511 -1.4822 0.000
C 3.5674 1.1006 -1.9873 0.000
C 4.9249 0.8800 -1.6982 0.000
C 5.2693 -0.1837 -0.9190 0.000
C 4.2889 -1.0460 -0.3666 0.000
C 4.7142 -2.1329 0.4361 0.001
C 3.8198 -2.9857 1.0135 0.000
C 2.4504 -2.7453 0.8401 0.001
C 1.9788 -1.7131 0.0491 0.000
P 0.2087 -1.4466 0.0979 0.003
C -0.4833 -2.2053 1.5726 0.001
C -0.4651 -1.4389 2.7446 0.001
C -1.0282 -1.9443 3.9059 0.002
C -1.6133 -3.2045 3.9034 -0.001
C -1.6297 -3.9694 2.7445 0.002
C -1.0665 -3.4757 1.5778 0.001
C -0.5407 -2.4503 -1.2689 0.002
C -1.8700 -2.0802 -1.8184 0.027
C -2.4219 -2.9884 -2.8360 0.007
C -1.6966 -4.0162 -3.3610 0.001
C -0.4122 -4.2560 -2.8608 0.003
C 0.1603 -3.4731 -1.8381 0.001
C 2.9016 -0.8368 -0.6128 0.000
H 3.2913 1.9381 -2.6152 0.000
H 5.6721 1.5472 -2.1041 0.000
H 6.3101 -0.3880 -0.7017 0.000
H 5.7778 -2.2685 0.5890 0.000
H 4.1517 -3.8135 1.6242 0.000
H 1.7469 -3.3746 1.3719 0.000
H 0.0211 -0.4676 2.7611 0.001
H -1.0019 -1.3596 4.8154 0.000
H -2.0499 -3.5967 4.8122 0.000
H -2.0707 -4.9571 2.7535 0.000
H -1.0661 -4.0972 0.6899 0.000
H -1.5745 -1.2518 -2.5145 0.000
H -3.4059 -2.7653 -3.2316 0.002
H -2.1017 -4.6372 -4.1486 0.000
H 0.1674 -5.0752 -3.2736 0.000
H 1.1600 -3.7093 -1.4944 0.000
```

---

# 6
Below is a molecular structure, C17H18IrNO4 in a non-equilibrium geometry, with properties calculated with wB97M-V/def2-TZVPD.

## Properties
strongest force on any atom	1.5	eV/A
⟨S²⟩	8.771
charge	+3
E_tot	-1117.40761	Eh
spin multiplicity	6
HOMO energy (alpha / beta)	-19.48 / -20.47	eV
LUMO level (alpha / beta)	-11.148 / -14.234	eV
Kohn-Sham gap (alpha / beta)	8.332 / 6.231	eV

The geometry in XYZ format:
```
41
Properties=species:S:1:pos:R:3:lowdin_spin:R:1
Ir 0.6058 -0.1628 0.1426 2.680
C -3.9444 1.7708 1.3006 0.028
C -2.9987 1.3543 0.1359 0.032
C -3.2932 2.1277 -1.1510 0.002
C -1.6006 1.4299 0.6122 0.168
C -1.1503 0.5504 1.6489 0.089
C 0.1109 0.7036 2.2515 0.055
C 1.0265 1.6994 1.8041 0.123
C 2.2967 1.9814 2.5308 0.026
C 0.6477 2.4309 0.6447 0.111
C -0.6382 2.3439 0.1028 0.183
H -4.9682 1.7045 0.9380 0.004
H -3.7582 2.7984 1.6074 0.000
H -3.8509 1.1256 2.1742 0.000
H -3.1907 0.2887 -0.0403 0.011
H -3.3338 3.2040 -0.9816 0.000
H -4.2725 1.8332 -1.5181 0.000
H -2.5679 1.9228 -1.9418 0.001
H -1.8367 -0.1862 2.0511 0.003
H 0.3596 0.1052 3.1211 0.004
H 3.0815 1.2664 2.2582 0.012
H 2.1471 1.8820 3.6060 0.004
H 2.6707 2.9762 2.2992 0.002
H 1.3503 3.1468 0.2318 0.003
H -0.9103 3.0007 -0.7146 0.005
O 3.1259 -3.4423 1.3568 0.014
C 2.3810 -2.5514 0.8047 0.016
O 1.9036 -1.5611 1.3765 0.137
C 2.1066 -2.7702 -0.6377 0.016
C 2.5650 -3.8268 -1.3935 -0.001
C 2.2135 -3.8805 -2.7430 0.012
C 1.4175 -2.8786 -3.2903 0.003
C 1.0165 -1.8701 -2.4317 0.091
N 1.3387 -1.7973 -1.1507 0.105
C 0.1210 -0.6671 -2.7921 0.105
O -0.0921 -0.6589 -4.0223 0.809
O -0.2388 0.0684 -1.8599 0.142
H 3.2943 -3.2851 2.3090 0.000
H 3.1816 -4.5940 -0.9433 0.001
H 2.5584 -4.6960 -3.3654 0.001
H 1.1250 -2.8873 -4.3311 0.001
```